Here is a structure of composition C27H45OSi4TeZn from the Open Molecules 2025 dataset. Energies are from ωB97M-V with the def2-TZVPD basis set.

Properties
LUMO energy: 2.23 eV
E_tot: -4335.953527 Eh
Kohn-Sham gap: 2.6 eV
Total charge: -1

Structure (XYZ):
```
79
C27H45OSi4TeZn, DFT ωB97M-V with the def2-TZVPD basis set
Te -0.372 0.025 0.801
Zn 0.026 0.010 -1.841
Si -1.911 1.128 3.761
Si -0.003 -2.209 3.800
Si 1.913 1.105 3.773
Si 0.000 0.008 3.298
O -0.300 -0.134 -5.437
C 0.057 -0.193 -7.948
C 1.930 2.901 3.241
C -0.098 -0.907 -6.677
C -0.280 1.178 -8.049
C 0.477 -1.975 0.186
C -0.990 2.153 -1.313
C 0.358 1.156 -10.398
C -3.402 0.317 2.967
C 0.815 1.768 0.176
C 0.551 -0.873 -9.093
C -0.043 -2.288 5.661
C -0.938 -2.011 -0.413
C 1.372 -1.888 -1.083
C -0.120 1.840 -9.271
C 2.011 1.052 5.633
C 0.224 2.209 -2.051
C 3.416 0.269 3.029
C -2.045 1.032 5.617
C 0.693 -0.205 -10.298
C -1.900 2.940 3.298
C -0.628 2.018 0.078
C -1.499 -3.118 3.135
C -0.816 -2.162 -1.820
C 0.585 -2.140 -2.185
C -1.440 -0.894 -5.922
C 1.298 1.882 -1.226
C 1.532 -3.128 3.228
H -1.083 3.453 3.801
H 0.807 -1.932 -8.981
H -1.835 3.103 2.226
H 1.429 -4.146 3.609
H -2.270 -0.319 -6.398
H 1.889 3.011 2.162
H -1.886 -1.819 0.219
H 2.084 0.027 5.987
H 0.904 -1.713 1.207
H 1.071 -0.748 -11.162
H -3.493 -0.721 3.284
H 2.509 -1.778 -0.894
H 0.976 -2.441 -3.115
H 0.834 -1.810 6.087
H -1.493 -3.141 2.045
H 3.496 -0.761 3.372
H 1.513 1.265 1.027
H -0.370 2.902 -9.343
H 2.467 1.911 -1.440
H -3.350 0.372 1.885
H -1.181 1.497 6.085
H -1.427 -4.141 3.515
H 1.106 3.443 3.701
H 0.479 1.676 -11.354
H -1.467 1.599 0.919
H -1.656 -2.466 -2.431
H 0.290 2.627 -3.005
H -1.685 -1.807 -5.331
H -0.631 1.721 -7.163
H 2.919 1.593 5.905
H 1.608 -3.158 2.143
H 0.514 -1.833 -6.553
H 1.150 1.548 6.074
H -0.951 -1.832 6.049
H -2.040 2.389 -1.598
H 2.874 3.313 3.608
H -2.149 0.002 5.946
H 4.286 0.833 3.378
H 3.386 0.297 1.944
H -4.274 0.877 3.316
H 2.423 -2.676 3.659
H -2.945 1.588 5.881
H -2.417 -2.663 3.502
H -2.849 3.343 3.661
H -0.037 -3.349 5.917
```